No. 1
C30H42AlN4O6S2 as an isolated structure at a distorted geometry. Source: the Open Molecules 2025 dataset; level of theory: ωB97M-V/def2-TZVPD.

Structure (XYZ):
```
85
Properties=species:S:1:pos:R:3:mulliken_charge:R:1
C -1.02 -3.14 0.51 -1.36
C -1.67 -1.89 1.10 -0.44
C -0.83 -0.62 0.80 0.73
C -0.57 0.30 2.01 -1.57
N 0.69 0.19 2.75 0.44
C 0.99 -1.09 3.38 0.15
C 0.93 -0.97 4.91 -0.77
C 1.38 -2.25 5.61 -0.85
C 2.86 -2.31 6.09 -1.04
Al 4.16 -0.88 5.45 -0.08
C 1.77 0.83 2.12 0.21
S 2.26 2.29 2.63 -0.17
S 2.56 0.28 0.62 -0.19
C 2.60 -1.54 0.51 -0.46
C 3.82 -2.23 1.14 -0.04
C 4.36 -3.30 0.18 -1.48
H -0.56 -2.90 -0.45 0.31
H -1.73 -3.93 0.32 0.43
H -0.22 -3.51 1.14 0.20
H -1.80 -2.04 2.16 0.35
H -2.64 -1.81 0.63 0.42
H 0.07 -0.89 0.28 -0.16
H -1.41 -0.03 0.09 0.09
H -0.66 1.33 1.71 0.46
H -1.37 0.13 2.73 0.42
H 0.27 -1.86 3.12 -0.14
H 1.98 -1.47 3.13 -0.07
H -0.13 -0.81 5.13 0.30
H 1.44 -0.08 5.26 0.33
H 0.74 -2.38 6.48 0.43
H 1.15 -3.11 4.97 0.30
H 3.25 -3.29 5.81 0.32
H 2.86 -2.30 7.18 0.44
H 3.98 0.45 6.36 -0.29
H 3.94 -0.44 3.92 -0.03
H 5.67 -1.51 5.55 -0.33
H 2.59 -1.75 -0.55 0.77
H 1.70 -1.98 0.91 -0.16
H 4.57 -1.52 1.45 0.42
H 3.48 -2.76 2.03 0.14
H 3.51 -3.77 -0.31 0.35
H 4.97 -2.84 -0.59 0.34
H 4.90 -4.07 0.71 0.40
C -7.20 -3.53 -0.09 -0.41
C -6.78 -4.84 -0.28 -0.41
C -5.85 -5.40 0.58 -0.41
C -5.36 -4.63 1.62 0.04
C -5.76 -3.33 1.82 -0.17
C -6.69 -2.77 0.95 -0.52
N -4.38 -5.23 2.55 1.04
O -4.03 -6.38 2.34 -0.61
O -3.99 -4.54 3.47 -0.60
H -7.93 -3.10 -0.76 0.37
H -7.18 -5.43 -1.09 0.37
H -5.52 -6.42 0.44 0.45
H -5.36 -2.74 2.63 0.46
H -7.01 -1.75 1.10 0.39
C 0.63 1.28 -2.28 0.02
C -0.64 1.01 -2.78 -0.33
C -0.97 1.36 -4.08 -0.66
C -0.02 1.97 -4.87 -0.19
C 1.25 2.25 -4.39 -0.08
C 1.57 1.90 -3.09 -0.66
N -0.36 2.34 -6.25 1.08
O -1.49 2.11 -6.64 -0.63
O 0.50 2.88 -6.92 -0.63
H 0.89 1.00 -1.27 0.24
H -1.37 0.52 -2.15 0.30
H -1.96 1.15 -4.47 0.47
H 1.99 2.73 -5.02 0.49
H 2.56 2.12 -2.70 0.45
C 0.31 8.03 -6.32 -0.40
C 0.57 6.67 -6.33 -0.49
C 1.16 6.06 -5.23 -0.09
C 1.49 6.84 -4.13 -0.02
C 1.25 8.20 -4.11 -0.43
C 0.66 8.80 -5.21 -0.41
N 2.10 6.20 -2.96 0.98
O 2.31 5.00 -3.04 -0.56
O 2.34 6.89 -1.99 -0.60
H -0.15 8.50 -7.17 0.38
H 0.30 6.07 -7.19 0.42
H 1.36 5.00 -5.23 0.40
H 1.51 8.79 -3.24 0.45
H 0.46 9.86 -5.21 0.37
```

Results
Highest occupied orbital energy ... -4.709 eV
E ... -2877.301230 Ha
Molecular weight ... 645.804 g/mol
Net charge ... -1
Frontier orbital gap ... 5.46 eV
Largest force on an atom ... 1.24 eV/Å


No. 2
C30H42BClMgN6O3S3 as an isolated structure at a distorted geometry. Source: the Open Molecules 2025 dataset; level of theory: ωB97M-V/def2-TZVPD.

Structure (XYZ):
```
87
Properties=species:S:1:pos:R:3:mulliken_charge:R:1
Mg 12.41 13.88 9.21 0.83
C 14.98 16.91 7.70 -1.69
C 15.58 16.59 6.29 1.32
C 17.03 16.09 6.27 -1.43
C 15.56 17.91 5.51 -2.04
N 14.66 15.57 5.73 0.37
C 14.20 15.61 4.45 -0.23
C 13.27 14.71 4.33 -1.36
N 13.15 14.00 5.51 0.57
B 12.10 12.87 5.55 0.50
N 12.77 11.51 6.05 0.71
C 13.74 10.82 5.35 -1.10
C 14.03 9.68 5.98 -0.51
N 13.23 9.57 7.14 0.36
C 12.51 10.75 7.21 -0.03
S 11.67 11.23 8.53 -0.45
C 13.21 8.37 8.05 1.19
C 13.95 7.15 7.40 -2.07
C 13.91 8.80 9.40 -1.34
C 11.75 8.08 8.38 -1.56
N 10.74 13.08 6.21 0.29
C 9.70 12.14 6.02 -0.96
C 8.62 12.44 6.78 -0.47
N 8.88 13.65 7.42 0.68
C 10.23 14.01 7.04 -0.45
S 11.05 15.42 7.60 -0.40
C 7.78 14.47 8.10 1.50
C 7.45 15.46 7.05 -1.71
C 6.66 13.55 8.72 -1.57
C 8.37 15.26 9.25 -1.78
C 14.12 14.49 6.38 -0.07
S 14.60 13.79 7.85 -0.62
H 15.48 17.76 7.96 0.69
H 15.31 16.12 8.43 0.38
H 13.89 17.12 7.76 0.16
H 17.68 17.03 6.32 0.38
H 17.27 15.58 5.32 0.34
H 17.22 15.40 7.11 0.31
H 15.99 18.65 6.16 0.53
H 14.55 18.19 5.23 0.48
H 16.09 17.80 4.56 0.46
H 14.57 16.32 3.73 0.50
H 12.74 14.43 3.45 0.60
H 11.81 12.65 4.39 -0.21
H 14.17 11.18 4.49 0.68
H 14.68 8.91 5.68 0.52
H 15.01 7.31 7.34 0.47
H 13.57 6.88 6.42 0.44
H 13.84 6.28 8.04 0.44
H 15.00 8.81 9.30 0.36
H 13.68 8.04 10.12 0.42
H 13.55 9.77 9.66 0.32
H 11.25 8.03 7.45 0.43
H 11.33 8.86 9.01 0.41
H 11.66 7.10 8.89 0.43
H 9.74 11.26 5.31 0.38
H 7.68 11.95 6.74 0.58
H 7.16 15.00 6.12 0.35
H 8.31 16.10 6.76 0.32
H 6.68 16.06 7.49 0.52
H 5.87 13.19 7.93 0.32
H 6.09 14.04 9.50 0.44
H 7.08 12.66 9.26 0.36
H 8.91 16.16 8.96 0.37
H 9.10 14.74 9.87 0.33
H 7.53 15.54 9.92 0.44
C 16.04 16.45 13.58 -1.40
C 14.73 17.18 13.64 0.66
C 14.70 18.52 13.93 -0.46
C 13.51 19.22 14.02 0.17
Cl 13.45 20.79 14.63 -0.24
C 12.31 18.54 13.80 -0.84
C 12.29 17.23 13.38 -0.44
C 13.48 16.52 13.40 0.67
O 13.50 15.20 13.30 -0.42
C 12.32 14.32 13.11 -0.91
C 12.14 14.12 11.64 1.42
O 11.44 14.91 10.89 -0.74
O 12.96 13.29 11.13 -0.68
H 15.96 15.56 12.96 0.34
H 16.33 16.13 14.58 0.27
H 16.78 17.15 13.14 0.39
H 15.63 19.02 14.07 0.42
H 11.34 19.04 13.84 0.33
H 11.38 16.71 13.14 0.32
H 11.47 14.83 13.68 0.35
H 12.69 13.41 13.58 0.35
```

Results
Highest occupied orbital energy ... -7.469 eV
E ... -3602.533207 Ha
Molecular weight ... 701.476 g/mol
Net charge ... 0
Frontier orbital gap ... 8.00 eV
Largest force on an atom ... 3.18 eV/Å
ΔE to the lowest compared entry with this formula, charge and spin ... 7.73 kcal per mole


No. 3
C30H42BF2FeN12O4S3 as an isolated structure at a distorted geometry. Source: the Open Molecules 2025 dataset; level of theory: ωB97M-V/def2-TZVPD.

Structure (XYZ):
```
95
Properties=species:S:1:pos:R:3:mulliken_spin:R:1
Fe 0.09 0.30 0.13 1.21
C 4.67 -1.04 0.95 0.00
C 4.13 -2.04 1.97 0.00
C 5.21 -3.12 2.14 0.00
C 3.85 -1.34 3.30 0.00
N 2.86 -2.72 1.54 0.00
C 2.46 -3.88 2.19 0.00
C 1.34 -4.30 1.58 0.00
N 1.03 -3.41 0.58 -0.01
B -0.26 -3.65 -0.26 0.00
N -0.14 -3.12 -1.72 -0.01
C 0.50 -3.90 -2.66 0.00
C 0.47 -3.25 -3.83 0.00
N -0.19 -2.05 -3.63 0.00
C -0.54 -1.97 -2.31 0.01
S -1.36 -0.70 -1.48 -0.08
C -0.40 -1.13 -4.80 0.00
C -1.29 0.07 -4.50 0.00
C -1.08 -1.95 -5.90 0.00
C 0.98 -0.65 -5.26 0.00
N -1.56 -3.20 0.44 0.00
C -2.74 -3.80 0.07 0.00
C -3.74 -3.20 0.73 0.00
N -3.17 -2.22 1.54 0.00
C -1.82 -2.23 1.35 0.00
S -0.62 -1.24 2.07 -0.01
C -4.09 -1.34 2.35 0.00
C -5.01 -0.63 1.35 0.00
C -4.88 -2.25 3.29 0.00
C -3.37 -0.29 3.19 0.00
C 1.95 -2.43 0.58 0.00
S 1.91 -1.08 -0.49 -0.04
H 5.64 -0.71 1.32 0.00
H 4.02 -0.18 0.82 0.00
H 4.82 -1.51 -0.02 0.00
H 6.15 -2.64 2.40 0.00
H 5.35 -3.67 1.21 0.00
H 4.98 -3.83 2.94 0.00
H 4.74 -0.78 3.62 0.00
H 3.61 -2.06 4.09 0.00
H 3.02 -0.65 3.19 0.00
H 3.00 -4.30 3.01 0.00
H 0.72 -5.16 1.78 0.00
H -0.34 -4.85 -0.36 0.00
H 0.91 -4.86 -2.40 0.00
H 0.86 -3.54 -4.79 0.00
H -2.27 -0.24 -4.13 0.00
H -1.43 0.60 -5.44 0.00
H -0.84 0.74 -3.78 0.00
H -2.03 -2.36 -5.55 0.00
H -0.46 -2.78 -6.25 0.00
H -1.28 -1.31 -6.75 0.00
H 1.47 -0.11 -4.45 0.00
H 0.86 0.03 -6.11 0.00
H 1.61 -1.48 -5.57 0.00
H -2.76 -4.60 -0.65 0.00
H -4.79 -3.38 0.70 0.00
H -5.64 -1.32 0.80 0.00
H -4.40 -0.08 0.64 0.00
H -5.65 0.07 1.88 0.00
H -5.50 -2.98 2.74 0.00
H -5.55 -1.64 3.89 0.00
H -4.21 -2.80 3.95 0.00
H -2.81 0.40 2.56 0.00
H -2.70 -0.74 3.91 0.00
H -4.15 0.26 3.72 0.00
O -0.49 2.85 1.04 0.01
C -1.60 2.35 0.82 0.01
O -1.79 1.17 0.39 -0.01
C -2.85 3.14 1.13 0.00
C -2.77 4.25 1.97 0.00
C -3.91 4.98 2.28 0.00
C -5.14 4.61 1.75 0.00
C -5.19 3.50 0.92 0.00
C -4.07 2.76 0.60 0.00
N -6.49 3.10 0.36 0.00
O -6.52 2.12 -0.36 0.00
O -7.47 3.76 0.65 0.00
H -1.80 4.54 2.35 0.00
H -3.85 5.84 2.93 0.00
H -6.05 5.15 1.98 0.00
H -4.14 1.91 -0.06 0.00
F 1.13 0.83 -2.44 -0.01
C 0.69 1.48 -1.30 -0.09
F 1.70 2.30 -0.90 -0.01
H -0.11 2.13 -1.66 0.00
N 3.58 3.44 2.73 0.00
N 2.55 2.52 2.64 0.00
N 1.57 2.49 3.52 0.00
C 0.81 1.54 3.00 0.00
N 1.33 1.05 1.87 0.01
N 2.45 1.70 1.65 0.00
H 3.97 3.37 3.66 0.00
H 4.26 3.18 2.04 0.00
H -0.11 1.19 3.44 0.00
```

Results
Highest occupied orbital energy (alpha / beta) ... -7.573 / -7.638 eV
E ... -4809.301496 Ha
Molecular weight ... 835.600 g/mol
Net charge ... 0
2S+1 ... 2
Frontier orbital gap (alpha / beta) ... 7.50 / 7.57 eV
Largest force on an atom ... 1.25 eV/Å
ΔE to the lowest compared entry with this formula, charge and spin ... 6.17 kcal per mole


No. 4
C30H42CaN4OP2 as an isolated structure at a distorted geometry. Source: the Open Molecules 2025 dataset; level of theory: ωB97M-V/def2-TZVPD.

Structure (XYZ):
```
80
Properties=species:S:1:pos:R:3:mulliken_charge:R:1
Ca -0.61 -2.51 5.16 1.23
C -1.07 2.21 4.04 -0.90
C -1.37 1.29 3.13 -0.17
C -0.74 1.04 1.79 -0.46
C 0.47 0.07 1.72 0.04
C 1.57 0.32 2.72 -0.60
C 1.85 1.47 3.33 -0.40
C 1.24 2.81 3.07 -0.84
C 0.05 3.20 3.98 -0.81
C 1.55 -2.11 5.86 -0.91
H -1.73 2.30 4.92 0.42
H -2.17 0.56 3.35 0.41
H -0.46 1.98 1.29 0.19
H -1.53 0.59 1.18 0.60
H 0.09 -0.96 1.84 0.26
H 0.89 0.10 0.70 -0.17
H 2.21 -0.56 2.90 0.64
H 2.66 1.50 4.08 0.38
H 0.92 2.92 2.03 0.37
H 2.03 3.58 3.22 0.41
H 0.41 3.39 5.00 0.35
H -0.34 4.18 3.64 0.36
H 1.59 -1.53 6.80 0.10
H 1.66 -1.38 5.04 -0.14
H 2.47 -2.71 5.82 0.38
P 1.54 -1.25 -3.36 -0.02
P -1.63 -0.77 -3.00 -0.21
N 2.98 -0.22 -3.36 0.34
N 2.26 -2.50 -4.41 0.32
N -1.84 0.97 -2.82 0.43
N -3.30 -1.10 -3.49 0.32
C 0.61 -0.32 -4.70 -0.67
C -0.88 -0.71 -4.72 -1.08
C 3.43 0.41 -2.19 -0.40
C 4.47 1.27 -2.53 -0.62
C 4.66 1.18 -3.94 -0.62
C 3.72 0.27 -4.43 -0.13
C 2.42 -3.83 -3.97 -0.45
C 2.91 -4.61 -5.02 -0.61
C 3.05 -3.74 -6.15 -0.75
C 2.64 -2.47 -5.75 -0.07
C -1.60 1.61 -1.59 -0.28
C -1.70 2.98 -1.76 -0.38
C -2.00 3.21 -3.14 -1.16
C -2.06 1.97 -3.77 -0.12
C -4.17 -0.38 -4.32 -0.09
C -5.26 -1.19 -4.63 -0.60
C -5.06 -2.45 -3.97 -0.55
C -3.85 -2.37 -3.28 -0.43
H 1.05 -0.50 -5.69 0.46
H 0.73 0.75 -4.48 0.47
H -1.43 -0.02 -5.38 0.43
H -1.01 -1.72 -5.14 0.51
H 2.98 0.18 -1.24 0.37
H 5.03 1.90 -1.85 0.42
H 5.39 1.71 -4.54 0.43
H 3.53 -0.05 -5.44 0.20
H 2.18 -4.09 -2.96 0.41
H 3.12 -5.66 -5.00 0.41
H 3.42 -3.99 -7.14 0.43
H 2.57 -1.55 -6.33 0.28
H -1.39 1.01 -0.72 0.03
H -1.58 3.73 -1.00 0.48
H -2.16 4.17 -3.63 0.44
H -2.23 1.73 -4.81 0.44
H -3.96 0.63 -4.61 0.27
H -6.10 -0.92 -5.25 0.43
H -5.71 -3.31 -4.01 0.41
H -3.33 -3.09 -2.67 0.36
C -2.30 -0.45 8.38 -1.53
C -1.42 0.07 7.25 1.02
C -0.15 0.78 7.68 -1.00
O -1.12 -0.97 6.35 -0.62
H -1.86 -1.32 8.87 0.33
H -3.26 -0.76 7.95 0.34
H -2.49 0.33 9.13 0.35
H -2.01 0.82 6.70 -0.16
H 0.63 0.07 8.00 0.24
H 0.25 1.33 6.81 0.08
H -0.31 1.50 8.49 0.37
```

Results
Highest occupied orbital energy ... -7.299 eV
E ... -2822.804013 Ha
Molecular weight ... 576.719 g/mol
Net charge ... 0
Frontier orbital gap ... 6.41 eV
Largest force on an atom ... 2.97 eV/Å
ΔE to the lowest compared entry with this formula, charge and spin ... 0.00 kcal per mole


No. 5
A 9-piece molecular cluster, C30H42F18O24S3 overall at a distorted geometry. Source: the Open Molecules 2025 dataset; level of theory: ωB97M-V/def2-TZVPD.

Structure (XYZ):
```
117
Properties=species:S:1:pos:R:3:mulliken_charge:R:1
C -6.09 5.80 0.70 -1.20
C -7.01 6.33 1.81 -0.17
O -6.22 6.68 2.95 -0.21
C -6.70 7.32 4.01 0.34
O -7.89 7.70 4.20 -0.54
C -5.67 7.52 5.15 0.84
F -5.88 6.57 6.16 -0.24
F -4.42 7.45 4.70 -0.21
F -5.90 8.77 5.70 -0.23
H -5.52 4.93 1.02 0.29
H -5.30 6.46 0.34 0.35
H -6.52 5.76 -0.31 0.39
H -7.68 5.51 2.04 0.27
H -7.60 7.21 1.54 0.32
C -10.00 -6.45 -4.06 -1.16
C -8.54 -6.60 -3.66 -0.19
O -8.07 -5.35 -3.31 -0.19
C -6.73 -5.16 -3.19 0.30
O -5.83 -6.02 -3.23 -0.53
C -6.48 -3.63 -3.03 0.91
F -6.40 -3.13 -4.23 -0.23
F -7.51 -3.03 -2.43 -0.24
F -5.36 -3.30 -2.33 -0.24
H -10.72 -6.35 -3.25 0.30
H -10.39 -7.28 -4.64 0.36
H -10.10 -5.53 -4.64 0.32
H -8.00 -7.02 -4.50 0.32
H -8.45 -7.29 -2.82 0.28
C 10.13 3.16 5.08 -0.94
C 9.89 2.07 3.99 -0.31
O 9.08 2.51 2.96 -0.28
C 7.68 2.50 3.12 0.35
O 7.06 2.09 4.16 -0.53
C 6.78 3.18 2.01 0.80
F 5.76 2.36 1.69 -0.22
F 6.25 4.32 2.54 -0.23
F 7.52 3.46 0.89 -0.22
H 9.25 3.77 5.27 0.30
H 10.94 3.87 4.89 0.31
H 10.46 2.57 5.93 0.29
H 9.73 1.07 4.40 0.36
H 10.87 1.96 3.53 0.31
C 3.57 -2.31 -13.14 -1.10
C 3.19 -3.25 -14.34 -0.21
O 3.95 -2.93 -15.49 -0.26
C 3.98 -3.72 -16.56 0.30
O 3.48 -4.84 -16.64 -0.53
C 4.78 -3.17 -17.72 0.95
F 6.06 -2.93 -17.39 -0.23
F 4.79 -3.98 -18.77 -0.23
F 4.07 -2.03 -18.09 -0.26
H 4.60 -2.48 -12.80 0.31
H 2.83 -2.39 -12.34 0.35
H 3.58 -1.29 -13.50 0.32
H 2.16 -3.14 -14.66 0.29
H 3.54 -4.27 -14.15 0.31
C -6.59 -0.55 4.40 -1.19
C -7.14 -0.14 5.72 -0.22
O -6.25 -0.27 6.85 -0.23
C -6.47 0.37 8.05 0.37
O -7.30 1.21 8.34 -0.51
C -5.64 -0.20 9.24 0.85
F -4.71 -1.12 8.96 -0.23
F -4.95 0.74 9.91 -0.26
F -6.47 -0.62 10.12 -0.23
H -5.58 -0.17 4.26 0.32
H -7.27 -0.23 3.62 0.36
H -6.39 -1.62 4.34 0.32
H -8.17 -0.45 5.82 0.36
H -7.34 0.93 5.68 0.31
C -0.94 0.39 -0.35 -1.01
C -0.32 1.14 -1.62 -0.22
O -0.34 0.35 -2.75 -0.24
C 0.42 -0.80 -3.08 0.32
O 1.20 -1.46 -2.37 -0.52
C 0.22 -1.24 -4.56 0.84
F -0.15 -2.54 -4.69 -0.24
F -0.66 -0.41 -5.20 -0.23
F 1.39 -1.21 -5.15 -0.24
H -0.69 0.89 0.58 0.34
H -0.51 -0.61 -0.26 0.30
H -2.02 0.25 -0.35 0.29
H 0.74 1.36 -1.47 0.30
H -0.74 2.13 -1.80 0.29
C 3.11 3.78 7.56 -0.25
C 2.77 2.41 8.32 -0.23
O 1.34 2.35 8.49 -0.34
S 0.57 3.65 7.72 1.12
O -0.54 4.19 8.49 -0.50
O 0.38 3.29 6.32 -0.52
O 1.96 4.52 7.82 -0.33
H 3.08 3.82 6.47 0.30
H 3.97 4.27 8.01 0.25
H 3.22 2.27 9.30 0.27
H 3.01 1.49 7.78 0.24
C 8.54 -0.45 -4.38 -0.24
C 7.00 -0.40 -4.49 -0.28
O 6.73 0.36 -5.68 -0.31
S 8.10 0.67 -6.58 1.07
O 8.49 2.09 -6.29 -0.53
O 7.95 0.29 -7.94 -0.50
O 8.94 -0.43 -5.72 -0.31
H 8.79 -1.38 -3.88 0.28
H 9.06 0.33 -3.82 0.29
H 6.46 0.12 -3.70 0.26
H 6.49 -1.36 -4.57 0.27
C 1.01 -3.44 8.37 -0.28
C 0.42 -4.88 8.41 -0.33
O -0.14 -5.11 7.12 -0.33
S 0.76 -4.26 5.96 1.05
O -0.12 -3.55 5.05 -0.49
O 1.85 -5.06 5.43 -0.50
O 1.29 -3.14 7.11 -0.29
H 1.85 -3.31 9.05 0.27
H 0.34 -2.64 8.69 0.29
H -0.22 -5.03 9.28 0.33
H 1.21 -5.63 8.48 0.30
```

Results
Highest occupied orbital energy ... -11.156 eV
SMILES ... CCOC(=O)C(F)(F)F.CCOC(=O)C(F)(F)F.CCOC(=O)C(F)(F)F.CCOC(=O)C(F)(F)F.CCOC(=O)C(F)(F)F.CCOC(=O)C(F)(F)F.O=S1(=O)OCCO1.O=S1(=O)OCCO1.O=S1(=O)OCCO1
E ... -5966.023354 Ha
Molecular weight ... 1224.807 g/mol
Net charge ... 0
Frontier orbital gap ... 11.19 eV
Largest force on an atom ... 5.79 eV/Å
ΔE to the lowest compared entry with this formula, charge and spin ... 123.12 kcal per mole